[1]
# C27H56Cl29FIO5P2

A 15-piece molecular cluster, C27H56Cl29FIO5P2 overall at a distorted geometry (wB97M-V/def2-TZVPD, the Open Molecules 2025 dataset).

CARTESIAN COORDINATES (ANGSTROEM)
C (6.211, 1.400, -0.174)
C (4.853, 0.970, -0.988)
C (3.446, 1.278, -0.138)
C (2.233, 0.631, -1.031)
O (1.717, 1.337, -2.213)
P (0.315, 0.419, -2.802)
C (0.070, 1.483, -4.416)
C (-0.676, 2.943, -4.084)
F (1.361, 1.835, -5.064)
P (1.426, -1.010, -4.034)
O (3.000, -0.683, -4.098)
O (1.097, -2.608, -3.366)
O (0.899, -1.064, -5.714)
O (0.198, -0.678, -1.410)
C (0.984, -0.147, -0.247)
C (-0.136, 0.800, 0.483)
C (-1.633, 0.081, 0.366)
C (-2.656, 0.626, 1.565)
Cl (-4.382, 0.589, 0.815)
C (1.652, -1.413, 0.551)
C (1.790, -1.225, 2.173)
C (3.250, -1.733, 2.788)
I (0.285, -2.581, 3.105)
H (6.350, 2.565, -0.252)
H (6.221, 1.041, 0.940)
H (7.165, 0.919, -0.704)
H (4.966, -0.178, -1.257)
H (4.822, 1.592, -2.005)
H (3.454, 0.795, 0.932)
H (3.273, 2.451, -0.100)
H (2.778, -0.307, -1.525)
H (-0.439, 1.518, -2.196)
H (-1.033, -0.058, -3.140)
H (-0.688, 0.931, -5.155)
H (-1.834, 2.695, -3.928)
H (-0.622, 3.604, -5.075)
H (-0.202, 3.500, -3.171)
H (1.051, -3.220, -4.164)
H (0.030, -1.570, -5.802)
H (0.054, 1.020, 1.616)
H (-0.127, 1.863, -0.061)
H (-2.135, 0.395, -0.655)
H (-1.572, -1.086, 0.480)
H (-2.330, 1.708, 1.893)
H (-2.603, -0.108, 2.479)
H (0.966, -2.361, 0.325)
H (2.730, -1.721, 0.139)
H (1.641, -0.133, 2.566)
H (3.090, -2.010, 3.937)
H (3.985, -0.795, 2.807)
H (3.700, -2.655, 2.224)
C (8.684, 3.724, 2.240)
Cl (8.695, 3.530, 0.483)
Cl (7.782, 2.419, 3.019)
H (9.714, 3.713, 2.606)
H (8.215, 4.679, 2.489)
C (0.407, -4.177, -7.587)
Cl (0.258, -4.731, -5.915)
Cl (2.053, -4.406, -8.189)
H (-0.284, -4.747, -8.214)
H (0.156, -3.114, -7.633)
C (-0.774, -1.419, -10.128)
Cl (-0.393, -3.095, -10.541)
Cl (0.080, -0.914, -8.665)
H (-0.474, -0.772, -10.956)
H (-1.850, -1.329, -9.961)
C (-3.774, 5.550, -5.205)
Cl (-3.393, 3.873, -5.618)
Cl (-2.920, 6.054, -3.742)
H (-3.474, 6.197, -6.033)
H (-4.850, 5.640, -5.038)
C (-0.182, 4.587, -7.976)
Cl (-0.210, 2.987, -7.223)
Cl (-1.063, 5.766, -6.997)
H (0.855, 4.913, -8.079)
H (-0.649, 4.524, -8.962)
C (7.316, 7.142, 4.249)
Cl (7.328, 6.947, 2.492)
Cl (6.414, 5.836, 5.028)
H (8.346, 7.130, 4.615)
H (6.847, 8.097, 4.498)
C (-4.841, -2.164, 3.535)
Cl (-4.461, -3.840, 3.123)
Cl (-3.987, -1.660, 4.999)
H (-4.541, -1.517, 2.708)
H (-5.917, -2.074, 3.703)
C (-2.666, -4.948, 6.540)
Cl (-1.706, -4.561, 7.973)
Cl (-1.627, -5.292, 5.152)
H (-3.281, -5.826, 6.750)
H (-3.308, -4.096, 6.301)
C (-3.765, -7.858, 9.404)
Cl (-2.065, -7.577, 9.011)
Cl (-4.821, -6.821, 8.436)
H (-4.010, -8.903, 9.200)
H (-3.927, -7.640, 10.462)
C (0.971, -3.689, 10.320)
Cl (0.822, -4.243, 11.992)
Cl (2.618, -3.919, 9.718)
H (0.281, -4.259, 9.693)
H (0.721, -2.627, 10.274)
C (-3.209, 6.032, 0.356)
Cl (-2.829, 4.355, -0.056)
Cl (-2.355, 6.536, 1.820)
H (-2.909, 6.679, -0.472)
H (-4.285, 6.122, 0.523)
C (-0.902, -8.221, -6.788)
Cl (-0.775, -9.259, -8.213)
Cl (-2.580, -8.087, -6.247)
H (-0.302, -8.649, -5.981)
H (-0.528, -7.225, -7.038)
C (-2.859, 10.205, 2.622)
Cl (-3.535, 10.254, 0.989)
Cl (-1.619, 11.447, 2.835)
H (-3.662, 10.376, 3.344)
H (-2.412, 9.223, 2.793)
C (-8.453, -6.633, 7.625)
Cl (-7.978, -5.639, 6.243)
Cl (-9.793, -5.893, 8.510)
H (-8.765, -7.617, 7.266)
H (-7.598, -6.739, 8.297)

Computed properties:
E_tot   -431686.619 eV
Total charge   -1
Highest occupied orbital energy   -4.738 eV

Here are the Löwdin charges for atoms 1 to 6, given in e:
1. C -0.20
2. C -0.24
3. C -0.11
4. C -0.31
5. O -0.30
6. P 0.49


[2]
# C16H43O23

A 18-piece molecular cluster, C16H43O23 overall at a distorted geometry (wB97M-V/def2-TZVPD, the Open Molecules 2025 dataset).

CARTESIAN COORDINATES (ANGSTROEM)
O (2.052, -2.100, -0.687)
C (1.832, -0.981, -1.121)
C (2.895, 0.113, -1.368)
C (4.192, -0.294, -1.869)
C (5.201, 0.802, -2.127)
C (4.766, 2.221, -1.863)
C (3.431, 2.563, -1.341)
C (2.497, 1.492, -1.087)
C (1.059, 1.731, -0.523)
O (0.859, 2.549, 0.333)
C (-0.035, 0.798, -1.137)
C (0.360, -0.567, -1.459)
C (-0.502, -1.567, -2.067)
C (-1.876, -1.155, -2.373)
C (-2.307, 0.215, -2.030)
C (-3.816, 0.559, -2.360)
O (-4.632, -0.585, -2.039)
O (-4.474, -0.891, -0.708)
C (-1.414, 1.199, -1.412)
C (-1.955, 2.622, -1.076)
O (-2.477, 3.363, -1.939)
O (-1.900, 3.023, 0.151)
H (4.367, -1.382, -2.024)
H (6.202, 0.498, -2.489)
H (5.520, 3.016, -2.066)
H (3.133, 3.623, -1.166)
H (-0.131, -2.587, -2.296)
H (-2.587, -1.861, -2.858)
H (-3.977, 0.822, -3.431)
H (-4.126, 1.394, -1.669)
H (-4.076, -1.785, -0.694)
O (-1.307, -2.458, 1.159)
H (-1.039, -2.386, 2.084)
H (-0.557, -2.097, 0.669)
O (6.769, -0.911, -0.468)
H (7.205, -1.190, 0.345)
H (5.945, -1.411, -0.487)
O (-3.467, 0.469, 2.105)
H (-3.928, 0.426, 1.258)
H (-2.652, 0.955, 1.903)
O (-7.314, -1.189, 0.637)
H (-7.052, -1.103, 1.560)
H (-6.553, -0.849, 0.146)
O (1.931, 5.025, -1.645)
H (1.023, 4.711, -1.556)
H (1.846, 5.840, -2.154)
O (-3.382, -3.594, 3.686)
H (-3.401, -2.650, 3.889)
H (-3.195, -3.626, 2.740)
O (-5.116, 2.600, 2.792)
H (-4.478, 1.873, 2.885)
H (-4.717, 3.329, 3.282)
O (2.584, -4.746, -2.271)
H (2.760, -3.899, -1.840)
H (3.155, -5.369, -1.809)
O (7.515, 2.385, -2.673)
H (8.138, 2.046, -2.018)
H (8.064, 2.955, -3.224)
O (-0.530, 6.657, -2.172)
H (-1.238, 7.207, -2.522)
H (-0.994, 5.913, -1.760)
O (-3.353, -3.888, -0.576)
H (-2.711, -4.601, -0.497)
H (-2.957, -3.164, -0.071)
O (-5.300, 5.344, 4.687)
H (-6.231, 5.118, 4.795)
H (-5.313, 6.141, 4.146)
O (0.559, -3.192, 3.683)
H (0.653, -2.934, 4.607)
H (1.387, -3.648, 3.481)
O (0.091, -0.207, 2.576)
H (0.339, 0.623, 3.002)
H (0.474, -0.889, 3.144)
O (6.135, -2.642, -2.954)
H (5.563, -3.419, -2.982)
H (6.847, -2.856, -3.566)
O (2.828, -5.520, 2.558)
H (2.599, -5.187, 1.682)
H (2.530, -6.436, 2.545)
O (-2.863, -0.282, 5.015)
H (-3.323, -0.323, 4.165)
H (-2.053, 0.200, 4.815)

Computed properties:
E_tot   -64380.235 eV
Total charge   -1
Energy above the lowest of the compared OMol25 structures with the same formula, charge and spin   0.0 kcal per mole
Highest occupied orbital energy   -4.991 eV

Here are the Löwdin charges for atoms 1 to 6, given in e:
1. O 0.05
2. C -0.27
3. C -0.08
4. C -0.02
5. C -0.03
6. C -0.03


[3]
# C2H8NS

A 2-piece molecular cluster, C2H8NS overall at a distorted geometry (wB97M-V/def2-TZVPD, the Open Molecules 2025 dataset).

CARTESIAN COORDINATES (ANGSTROEM)
N (-3.213, 1.509, -0.468)
H (-2.992, 1.876, 0.442)
H (-3.451, 0.545, -0.244)
H (-2.368, 1.376, -1.020)
C (1.913, -0.533, 0.819)
C (1.166, -0.788, -0.471)
S (-0.326, 0.197, -0.732)
H (2.877, -0.075, 0.580)
H (2.203, -1.483, 1.307)
H (1.338, -0.102, 1.640)
H (0.955, -1.862, -0.561)
H (1.897, -0.662, -1.293)

Computed properties:
E_tot   -14529.620 eV
Total charge   -1
Energy above the lowest of the compared OMol25 structures with the same formula, charge and spin   10.9 kcal per mole
Highest occupied orbital energy   -2.365 eV

Here are the Löwdin charges for atoms 1 to 6, given in e:
1. N -0.04
2. H -0.02
3. H -0.02
4. H -0.13
5. C -0.26
6. C -0.88


[4]
# H30O15

A 15-piece molecular cluster, H30O15 overall at a distorted geometry (wB97M-V/def2-TZVPD, the Open Molecules 2025 dataset).

CARTESIAN COORDINATES (ANGSTROEM)
O (-13.418, 6.289, 5.318)
H (-13.117, 6.482, 6.197)
H (-13.373, 7.161, 4.931)
O (-12.644, 9.701, 2.155)
H (-12.817, 9.278, 3.025)
H (-12.602, 10.631, 2.487)
O (-13.193, 12.333, 2.740)
H (-12.403, 12.908, 2.639)
H (-13.989, 12.777, 2.589)
O (-10.673, 8.045, 1.420)
H (-11.297, 8.715, 1.771)
H (-10.682, 7.487, 2.171)
O (-13.801, 6.437, 2.324)
H (-14.473, 7.099, 2.307)
H (-14.110, 5.550, 2.163)
O (-9.944, 11.135, 2.856)
H (-10.314, 10.718, 3.609)
H (-8.991, 11.019, 2.954)
O (-9.992, 11.040, 0.118)
H (-10.003, 11.083, 1.103)
H (-10.807, 10.682, -0.143)
O (-14.698, 10.479, 0.693)
H (-14.486, 10.707, -0.235)
H (-13.842, 10.376, 1.119)
O (-13.295, 8.863, 4.582)
H (-14.117, 9.345, 4.752)
H (-12.569, 9.414, 4.912)
O (-12.188, 9.589, -1.172)
H (-11.421, 9.118, -1.456)
H (-12.632, 8.880, -0.661)
O (-15.901, 8.271, 1.992)
H (-16.407, 8.222, 1.195)
H (-15.399, 9.042, 1.748)
O (-10.797, 9.659, 4.913)
H (-10.594, 10.227, 5.609)
H (-10.006, 9.161, 4.829)
O (-10.862, 13.555, 2.252)
H (-10.530, 12.719, 2.579)
H (-11.095, 13.466, 1.349)
O (-13.039, 12.075, 5.541)
H (-13.618, 12.502, 6.164)
H (-13.482, 12.155, 4.656)
O (-11.159, 6.579, 3.636)
H (-11.227, 7.155, 4.344)
H (-12.047, 6.266, 3.476)

Computed properties:
E_tot   -31200.425 eV
Total charge   0
Energy above the lowest of the compared OMol25 structures with the same formula, charge and spin   28.6 kcal per mole
Highest occupied orbital energy   -9.734 eV

Here are the Löwdin charges for atoms 1 to 6, given in e:
1. O -0.05
2. H 0.03
3. H -0.04
4. O -0.08
5. H 0.02
6. H 0.04


| no. | Kohn-Sham gap (eV) |
| --- | --- |
| 1 | 6.12 |
| 2 | 6.49 |
| 3 | 6.85 |
| 4 | 9.29 |